Entry 1:
This record from the Open Molecules 2025 dataset describes a molecular structure, C12H18BCl6F10N3NiO4S2. The level of theory is the ωB97M-V functional and the def2-TZVPD basis.

Cartesian coordinates (Å):
Ni -0.03346 -11.81315 11.04769
B -0.61988 -14.82440 12.14249
F -1.87853 -15.22311 12.46536
F 0.20166 -15.80275 11.67316
F -0.70184 -13.69701 11.33890
F -0.03061 -14.47370 13.36621
C 2.36864 -9.73909 8.08846
F 3.08543 -10.17958 7.08648
F 2.48377 -8.37213 8.11309
F 1.05532 -10.00505 7.90460
S 2.98321 -10.63590 9.74867
O 4.30992 -11.18980 9.44443
O 3.00680 -9.62267 10.80068
N 1.70495 -11.85829 10.12986
S 2.17084 -13.18414 9.42734
O 1.04174 -14.06565 9.49931
O 2.76524 -13.06963 8.11975
C 3.55342 -13.87380 10.63065
F 3.74603 -13.10982 11.65275
F 3.32633 -15.16049 11.08682
F 4.63192 -14.06264 9.97871
C -0.47913 -17.64154 9.47436
C 0.54763 -18.53884 9.65633
N 1.43169 -19.24665 9.79836
H -0.07413 -16.64945 9.27479
H -1.14149 -17.44252 10.31683
H -1.05595 -17.86207 8.57617
C 1.33281 -10.61576 15.33202
C 1.20749 -11.22625 14.00578
N 1.09930 -11.68041 12.93841
H 1.50473 -9.59785 14.98217
H 2.21728 -10.88038 15.91150
H 0.39382 -10.73238 15.87312
Cl 5.82139 -13.13286 5.17213
C 4.35350 -12.13678 5.14950
C 3.91706 -12.06910 3.72930
Cl 3.34229 -13.60711 3.01298
H 4.61438 -11.20192 5.64556
H 3.60728 -12.60427 5.79192
H 4.78396 -11.72499 3.16523
H 3.12860 -11.32566 3.61216
Cl 3.83815 -16.27593 14.41174
C 3.02948 -14.73583 14.83652
C 4.12650 -13.70982 15.27456
Cl 4.92920 -14.11886 16.74040
H 2.19278 -14.87667 15.52076
H 2.52815 -14.42143 13.92114
H 3.66103 -12.72911 15.37272
H 4.89725 -13.54933 14.52072
Cl -0.34160 -13.24748 4.05289
C -0.94799 -14.40604 5.30522
C 0.11364 -14.39951 6.47606
Cl 1.59471 -15.32079 6.10617
H -1.08018 -15.38819 4.85134
H -1.90728 -13.99826 5.62394
H -0.40843 -14.92630 7.27483
H 0.42152 -13.39024 6.74936

Cartesian forces, eV/Å:
Ni 1.93 -1.85 1.33
B 0.92 -2.67 3.73
F -1.27 -0.32 -0.81
F -0.09 -0.27 -1.43
F -0.22 3.36 -2.00
F 0.55 1.44 0.64
C -0.69 1.06 0.06
F -0.23 -0.15 0.25
F 0.10 -2.00 0.69
F 0.87 -0.10 0.20
S 2.18 1.72 1.40
O -3.11 0.28 0.23
O -1.33 -1.36 -1.35
N 1.78 3.69 -0.88
S 0.37 -4.38 -1.63
O 0.01 0.18 0.48
O -0.05 0.83 1.20
C -1.05 -3.40 -0.27
F -0.19 1.31 1.24
F -1.57 1.56 -0.07
F 2.18 1.08 -1.90
C -2.47 2.90 -1.01
C 1.65 -1.44 0.66
N 0.58 -0.61 0.06
H 0.36 0.07 0.02
H 0.10 -0.61 0.11
H -0.19 -0.33 0.11
C 0.11 0.46 -1.18
C 0.09 -1.73 -1.47
N -1.09 1.35 1.25
H -0.25 0.56 0.74
H -0.19 -0.49 -0.22
H 0.20 0.09 0.04
Cl 0.46 -0.32 0.47
C -0.18 -0.94 0.89
C -0.05 1.10 -0.66
Cl 0.18 0.37 0.37
H -0.03 0.19 -0.69
H 0.06 -0.22 -0.08
H -0.21 -0.15 -0.33
H -0.16 -0.15 -0.05
Cl -0.34 0.06 0.28
C 0.92 0.52 -0.59
C -1.53 0.08 -1.44
Cl 0.44 -0.29 1.20
H 0.54 -0.21 0.48
H 0.28 0.26 -0.12
H -0.18 0.03 0.30
H -0.19 -0.49 -0.20
Cl -0.27 -0.33 -0.07
C 1.64 0.90 0.43
C -1.52 -0.78 -0.95
Cl -0.34 0.12 -0.14
H 0.17 0.14 0.09
H 0.15 -0.15 0.21
H 0.40 0.22 0.39
H -0.25 -0.17 -0.01

Values from the calculation:
⟨S²⟩   2.00
E_tot   -191096.25067 eV
Multiplicity   3
Relative energy (zero: lowest compared OMol25 entry of this formula, charge and spin)   3.509 eV

Mulliken population analysis, charges in e, atoms 1 to 5: 0.66 0.31 -0.30 -0.29 -0.12



Entry 2:
This record from the Open Molecules 2025 dataset describes a single C12H18BrNO2S molecule. The level of theory is the ωB97M-V functional and the def2-TZVPD basis.

Cartesian coordinates (Å):
C 1.54947 -2.14091 -3.21286
C 2.03421 -0.71850 -3.47623
C 1.32002 0.33779 -2.62077
C 2.11560 0.81547 -1.40323
C 2.46796 -0.26955 -0.38458
C 1.26045 -0.80954 0.38138
N 0.59718 0.19668 1.19001
S -0.73891 0.98541 0.57449
O -1.21273 0.28447 -0.57881
O -0.45208 2.38802 0.49974
C -1.93578 0.74006 1.89517
C -3.19018 1.30339 1.74878
C -4.15645 1.14504 2.73294
C -3.85016 0.41169 3.86569
C -2.59594 -0.16097 4.01408
C -1.63843 0.00371 3.02579
H -0.65771 -0.43500 3.11479
H -2.36345 -0.73537 4.89733
H -4.59704 0.28578 4.63450
H -5.12947 1.59201 2.60304
Br -3.58362 2.28603 0.19190
H 1.23556 0.86843 1.58987
H 0.50226 -1.18991 -0.30315
H 1.57572 -1.62298 1.04619
H 3.17475 0.14584 0.34131
H 2.96569 -1.10143 -0.88334
H 1.53338 1.59575 -0.90537
H 3.04746 1.27120 -1.74978
H 1.12546 1.22074 -3.23301
H 0.34956 -0.03874 -2.29832
H 1.86191 -0.49690 -4.53156
H 3.11240 -0.66042 -3.30882
H 2.06140 -2.84250 -3.86930
H 0.48108 -2.21247 -3.40342
H 1.73042 -2.44232 -2.18445

Cartesian forces, eV/Å:
C 0.16 0.15 -0.13
C -0.20 -0.01 0.06
C 0.23 0.05 -0.04
C -0.07 -0.15 -0.01
C -0.26 0.19 -0.01
C 0.21 -0.52 -0.26
N -0.65 0.59 -0.30
S 0.35 -0.20 0.88
O 0.11 -0.24 0.01
O 0.14 -0.04 0.16
C 0.33 0.10 -0.45
C -0.26 0.15 -0.06
C 0.19 0.04 -0.21
C 0.07 -0.05 0.04
C -0.03 0.04 -0.04
C 0.05 -0.11 0.16
H 0.03 -0.05 0.06
H 0.03 -0.05 0.07
H -0.07 -0.01 0.07
H -0.06 0.03 -0.02
Br -0.54 0.19 0.01
H -0.01 0.24 0.10
H 0.14 -0.21 0.00
H -0.09 0.04 -0.15
H 0.08 -0.08 0.00
H 0.10 -0.07 0.06
H 0.17 0.11 -0.03
H -0.04 0.07 0.02
H -0.10 0.00 0.02
H -0.05 0.03 -0.08
H 0.10 0.01 -0.01
H 0.08 0.03 -0.07
H 0.00 -0.14 0.00
H -0.12 -0.06 0.01
H -0.01 -0.09 0.14

Values from the calculation:
E_tot   -99198.41658 eV
Relative energy (zero: lowest compared OMol25 entry of this formula, charge and spin)   0.180 eV
SMILES   CCCCCCNS(=O)(=O)c1ccccc1Br

Mulliken population analysis, charges in e, atoms 1 to 5: -1.12 -0.59 -0.25 -0.65 -0.63



Entry 3:
This record from the Open Molecules 2025 dataset describes a molecular structure, C12H18F18NaO9P3. The level of theory is the ωB97M-V functional and the def2-TZVPD basis.

Cartesian coordinates (Å):
Na -0.43317 0.78278 0.28137
P -2.54498 -2.08455 0.39467
F -1.01197 -1.74982 0.70134
F -2.20112 -2.65532 -1.08006
F -2.59037 -3.63406 0.85023
F -4.18468 -2.20801 0.23449
F -2.83466 -1.44325 1.89118
F -2.63126 -0.51022 -0.11432
P -2.56170 2.81417 -1.61767
F -0.87858 2.69023 -1.72415
F -2.43382 4.20937 -0.72478
F -2.73791 3.65495 -2.97921
F -4.15749 2.90920 -1.16958
F -2.80465 1.36964 -2.30581
F -2.32568 2.07941 -0.23933
P -3.00897 2.27765 3.50729
F -1.83279 1.41437 2.80152
F -4.08164 2.10496 2.22751
F -3.76080 0.89839 4.09702
F -3.98914 3.33163 4.33497
F -2.13958 2.44309 4.82870
F -2.33879 3.73425 2.88007
C -0.74163 0.50207 6.42389
C 0.50702 0.11589 5.58146
C 0.25922 -1.07893 4.70556
O 0.88255 -0.81136 3.54336
C 1.05709 0.52638 3.40733
O 1.26993 1.06542 2.37428
O 0.73911 1.07472 4.59506
H -0.59702 1.47148 6.90080
H -0.84445 -0.32354 7.12809
H -1.60597 0.48704 5.75997
H 1.38743 -0.12744 6.17624
H -0.80475 -1.26352 4.55721
H 0.68720 -1.99196 5.11946
C -1.48904 -0.86211 -6.19803
C -1.48335 -1.93933 -5.08322
C -0.17636 -2.57194 -4.81566
O 0.14842 -1.89464 -3.57399
C -0.71453 -0.99140 -3.18151
O -0.63239 -0.13325 -2.33414
O -1.77184 -1.08476 -3.99493
H -1.10754 -1.38934 -7.07244
H -0.83776 -0.02600 -5.94336
H -2.42949 -0.41350 -6.51806
H -2.23024 -2.71345 -5.25925
H 0.56869 -2.24644 -5.54164
H -0.10578 -3.65377 -4.70269
C 6.46461 0.74989 -2.00207
C 5.35434 -0.29438 -1.87690
C 5.24889 -1.10461 -0.68356
O 3.92621 -0.93935 -0.27294
C 3.28343 -0.17617 -1.12423
O 2.11623 0.15137 -1.01788
O 4.13855 0.22448 -2.07624
H 7.42233 0.39750 -1.61907
H 6.12014 1.74236 -1.71148
H 6.74752 0.87879 -3.04680
H 5.28810 -0.96119 -2.73660
H 5.97036 -0.69488 0.02333
H 5.46846 -2.12897 -0.98453

Cartesian forces, eV/Å:
Na -0.67 -0.06 -0.28
P -3.07 2.83 0.98
F 1.62 -1.36 -0.13
F -0.07 0.65 -0.24
F 1.11 0.21 1.06
F 0.85 0.00 -0.83
F 0.06 -1.51 0.08
F -0.10 -1.18 -0.87
P -0.92 0.47 3.08
F -0.93 0.65 -1.37
F 0.89 0.28 -1.45
F 0.31 -0.66 0.27
F 0.31 -0.22 -1.73
F 0.13 1.37 -0.73
F 0.33 -1.44 1.75
P -2.25 1.96 -1.52
F -0.47 0.12 0.07
F 1.88 0.88 1.57
F 1.14 1.27 0.21
F -1.40 -0.98 -0.83
F 1.61 -0.89 0.60
F -0.39 -2.24 0.11
C 1.30 -0.85 -0.79
C -1.59 -0.52 0.62
C -1.48 -2.05 2.22
O 1.72 0.46 -2.91
C -1.95 -0.97 0.76
O 0.70 0.50 -0.18
O 1.34 2.19 -0.71
H -0.22 -0.18 0.05
H -0.15 0.19 0.45
H 0.05 0.35 0.17
H 0.33 0.76 0.24
H -0.19 0.13 -0.25
H 0.00 -0.10 0.14
C 0.68 -1.38 -1.24
C -2.26 2.15 -1.60
C 1.38 1.38 1.22
O 3.21 -1.94 0.30
C -1.67 2.63 1.20
O 0.85 -2.20 -1.11
O -1.40 -0.76 0.84
H 0.29 0.31 -0.57
H 0.20 -0.24 0.14
H -0.31 -0.41 0.66
H -0.48 0.31 0.29
H 0.14 -0.14 -0.12
H -0.38 0.14 0.28
C 0.11 -0.39 -1.13
C 2.30 -0.45 -3.74
C 1.32 -0.77 1.39
O 0.16 -1.38 1.68
C -3.79 1.92 0.16
O 2.60 -0.71 -0.47
O -3.93 3.07 -0.17
H -0.20 0.24 0.86
H 0.24 -0.19 0.70
H -0.44 -0.03 -0.33
H 1.87 -0.51 -0.35
H -0.25 -0.54 0.72
H -0.06 -0.21 0.82

Values from the calculation:
Net charge   -2
E_tot   -112381.75206 eV
Relative energy (zero: lowest compared OMol25 entry of this formula, charge and spin)   5.986 eV

Mulliken population analysis, charges in e, atoms 1 to 5: 0.89 1.28 -0.32 -0.40 -0.37



Entry 4:
This record from the Open Molecules 2025 dataset describes a molecular structure, C12H18HfN6O4P. The level of theory is the ωB97M-V functional and the def2-TZVPD basis.

Cartesian coordinates (Å):
Hf 12.16395 -12.58316 -1.17862
P 12.77244 -10.05202 -1.16669
O 12.96583 -8.52972 -1.06007
O 11.39093 -10.59544 -0.82540
O 13.43563 -11.09389 -0.22215
O 12.93306 -10.92542 -2.46632
C 16.89160 -14.57456 -1.65524
C 15.46872 -14.07148 -1.33231
N 14.39543 -13.76038 -1.08448
H 17.58885 -14.86134 -0.86802
H 17.36220 -13.73742 -2.17084
H 16.94364 -15.48443 -2.25318
C 7.80167 -13.38037 1.16136
C 9.02364 -13.32766 0.32272
N 10.00911 -13.25725 -0.29126
H 7.87772 -14.42273 1.47090
H 6.95472 -13.20099 0.49910
H 7.70515 -12.61958 1.93594
C 12.67376 -13.93975 3.67857
C 12.54108 -13.72404 2.28832
N 12.43984 -13.50618 1.10681
H 12.00483 -14.74942 3.97029
H 12.72643 -12.97234 4.17800
H 13.69146 -14.32712 3.72673
C 8.93898 -11.53559 -5.14933
C 9.62276 -11.94302 -3.95094
N 10.22490 -12.26990 -3.02172
H 9.31218 -10.74443 -5.79963
H 7.98037 -11.08882 -4.88561
H 8.63776 -12.39445 -5.74911
C 13.37947 -15.09318 -5.60541
C 12.98991 -14.16377 -4.54876
N 12.69075 -13.47766 -3.69146
H 14.46895 -15.12664 -5.60448
H 13.09351 -14.79012 -6.61262
H 13.15527 -16.13690 -5.38522
C 10.65736 -17.37941 -1.86488
C 11.33194 -16.06714 -1.64419
N 11.83479 -15.06997 -1.49270
H 10.21592 -17.38386 -2.86148
H 9.79716 -17.50021 -1.20642
H 11.43518 -18.11936 -1.67627

Cartesian forces, eV/Å:
Hf 1.31 4.79 -0.89
P 0.93 4.07 -0.19
O 0.05 -4.15 -0.56
O -5.08 -2.11 0.72
O 2.29 -2.41 1.67
O 0.42 -1.27 -1.26
C -0.80 0.83 -0.14
C 2.12 -1.56 0.22
N -0.22 0.44 -0.45
H -0.79 0.58 0.89
H 0.04 -0.17 -0.23
H -0.81 0.30 -0.47
C 0.68 -0.39 -1.41
C 1.72 1.37 -0.67
N -1.96 -0.06 1.26
H -0.87 0.14 0.71
H -0.08 -0.40 -0.04
H 0.70 -0.28 0.12
C 1.28 -0.50 0.10
C -1.10 1.83 -8.12
N 0.49 -1.11 6.07
H -0.18 0.56 0.59
H -0.69 -0.25 0.39
H 0.19 -0.25 0.49
C -1.87 0.31 -0.64
C 1.51 -0.01 0.96
N -0.46 0.05 -0.64
H 1.06 -0.31 0.37
H -0.19 -0.10 0.48
H 0.40 -0.11 -0.03
C 1.14 -0.09 0.01
C -0.07 -0.77 -0.89
N -0.13 0.29 1.30
H 0.20 0.32 -0.10
H -0.34 -0.02 0.27
H -0.72 0.22 0.03
C 0.37 1.17 0.21
C -1.78 -2.69 -0.44
N 0.80 2.27 0.42
H 0.52 -0.22 -0.17
H 0.34 0.06 0.36
H -0.42 -0.34 -0.29

Values from the calculation:
Net charge   +1
E_tot   -40459.67446 eV

Mulliken population analysis, charges in e, atoms 1 to 5: 2.87 0.79 -0.77 -0.62 -0.58



Entry 5:
This record from the Open Molecules 2025 dataset describes a single C12H18N2OS molecule. The level of theory is the ωB97M-V functional and the def2-TZVPD basis.

Cartesian coordinates (Å):
C -4.55795 -1.43898 -0.18107
O -3.16894 -1.17532 -0.76547
C -2.60908 0.13925 -0.33876
C -2.24704 -0.02956 1.12273
H -1.74842 -1.11630 1.16744
C -1.43997 1.09251 1.53486
N -0.21261 0.97503 0.96187
C 0.23388 1.95217 -0.31664
N 1.41198 1.73161 -0.86827
C 2.42766 0.64801 -0.43784
C 3.56577 1.26454 0.11228
C 4.45160 0.20320 0.33995
C 4.27786 -1.41636 0.15808
C 3.06132 -1.51528 -0.23776
C 2.08206 -0.67221 -0.77349
C 0.74563 -1.12176 -1.17549
H 0.42038 -0.44106 -1.83039
H 0.04027 -1.46781 -0.48750
H 1.11251 -1.82297 -2.02859
H 2.79032 -2.60136 -0.31887
H 4.92771 -1.99541 0.45662
H 5.39213 0.50048 1.00389
H 3.83677 2.22955 0.28159
H 1.74678 2.53068 -1.14970
S -0.65851 3.38174 -0.95315
H 0.59191 0.38194 1.04656
H -1.84669 1.93394 1.18152
H -1.16029 1.36674 2.53029
H -3.24262 -0.00234 1.93054
H -1.87828 0.18791 -0.89491
H -3.47125 0.98386 -0.49780
H -5.32363 -0.62821 -0.58375
H -4.56805 -1.60911 0.83029
H -4.98322 -2.44913 -0.81908

Cartesian forces, eV/Å:
C -0.47 -0.61 -7.05
O -2.51 0.68 1.25
C -11.01 -1.69 5.33
C -3.48 -3.05 2.46
H -0.92 2.45 0.43
C 1.83 -1.43 2.26
N 6.14 4.36 -7.97
C -3.70 0.18 2.77
N -0.81 -7.10 3.20
C -4.07 3.50 -2.53
C 0.81 -7.83 -0.95
C 3.97 -1.40 2.94
C -3.54 14.36 -1.04
C -3.92 -6.50 -2.56
C 2.04 3.31 4.11
C 3.77 -2.80 -2.85
H -2.21 3.19 -1.83
H -0.77 -0.74 0.99
H -1.40 -0.28 1.71
H -0.38 0.60 -0.07
H 6.24 -5.83 2.86
H -1.61 -0.66 -1.82
H 0.09 2.58 0.47
H 2.63 5.05 -2.56
S 1.08 -2.85 1.74
H -0.52 -0.63 0.98
H -1.73 3.52 -1.52
H -1.11 -0.67 1.59
H 2.42 -0.48 -2.63
H 7.45 1.36 -5.56
H 2.37 -1.77 0.20
H 1.75 -1.25 1.26
H 0.06 -0.22 2.35
H 1.50 2.66 2.07

Values from the calculation:
E_tot   -28589.22201 eV
Relative energy (zero: lowest compared OMol25 entry of this formula, charge and spin)   10.473 eV
SMILES   COCCCNC(=S)Nc1ccccc1C

Mulliken population analysis, charges in e, atoms 1 to 5: -0.73 -0.40 -0.44 0.24 0.18